# 1
Density functional theory data (wB97M-V/def2-TZVPD) for the molecule C4H4N2O.

Structure (XYZ):
```
11
Properties=species:S:1:pos:R:3:lowdin_charge:R:1
O 0.972 0.670 1.086 0.006
C -0.395 0.961 0.824 -0.297
C -0.941 -0.201 1.278 0.051
C 0.443 -0.621 0.758 -0.290
N 0.329 -0.580 -0.743 0.081
C -0.116 0.647 -1.209 -0.185
N -0.604 1.560 -0.423 0.135
H -1.912 -0.572 0.970 0.093
H 1.013 -1.498 1.089 0.146
H 1.070 -1.021 -1.272 0.130
H -0.092 0.805 -2.286 0.130
```

The value obtained for the HOMO energy is -8.61 eV. For the LUMO energy, the calculation gives 0.695 eV. The energy above the lowest of the compared OMol25 structures with the same formula, charge and spin is 107.56 kcal/mol. The calculation puts the maximum force at 0.5 eV/A. The orbital gap is 9.30 eV.

***

# 2
Density functional theory data (wB97M-V/def2-TZVPD) for the molecule C4H4N2O2 at a distorted geometry.

Structure (XYZ):
```
12
Properties=species:S:1:pos:R:3:lowdin_charge:R:1
C -0.055 -0.696 -1.118 -0.156
C -0.557 0.412 -1.510 -0.068
C -0.619 1.244 0.704 -0.221
C 0.969 -0.971 1.070 -0.199
H -0.174 -1.421 -2.016 0.165
H -0.839 0.730 -2.422 0.091
H -1.348 1.007 1.697 0.197
H 1.414 -1.683 1.745 0.121
N 0.578 1.175 0.955 0.021
N 1.223 0.154 1.639 0.066
O 0.440 -1.422 -0.101 0.033
O -1.031 1.470 -0.642 -0.050
```

The SMILES is c1cocnnco1. The value obtained for the HOMO energy is -8.63 eV. For the LUMO energy, the calculation gives 0.651 eV. The energy above the lowest of the compared OMol25 structures with the same formula, charge and spin is 155.90 kcal/mol. The calculation puts the maximum force at 6.4 eV/A. The orbital gap is 9.28 eV.

***

# 3
Density functional theory data (wB97M-V/def2-TZVPD) for the molecule C4H4N2O2 at a distorted geometry.

Structure (XYZ):
```
12
Properties=species:S:1:pos:R:3:lowdin_charge:R:1
C 0.564 -1.576 -1.413 -0.207
C 0.060 -0.692 -0.369 -0.251
C -0.715 0.437 -0.570 0.008
C 0.645 0.454 1.705 -0.099
H -0.002 -1.524 -2.353 0.121
H -1.500 0.585 -1.302 0.118
H -1.628 2.237 0.264 0.177
H 1.315 0.139 2.592 0.163
N -0.813 1.535 0.360 -0.056
N -0.248 1.363 1.573 0.019
O 1.576 -2.286 -1.294 0.036
O 0.746 -0.672 0.807 -0.028
```

The SMILES is O=CC1=CNN=CO1. The value obtained for the HOMO energy is -8.01 eV. For the LUMO energy, the calculation gives -0.210 eV. The energy above the lowest of the compared OMol25 structures with the same formula, charge and spin is 95.00 kcal/mol. The calculation puts the maximum force at 3.7 eV/A. The orbital gap is 7.80 eV.

***

# 4
Density functional theory data (wB97M-V/def2-TZVPD) for a structure of composition C4H4N2O2 at a distorted geometry.

Structure (XYZ):
```
12
Properties=species:S:1:pos:R:3:lowdin_charge:R:1
C 1.992 0.054 -0.018 -0.028
C -0.052 -0.683 0.104 -0.497
C -2.013 -0.177 -0.140 -0.124
C -1.379 1.137 0.033 0.062
H 2.622 -0.032 -1.008 0.178
H 2.348 0.065 1.081 0.165
H -2.979 -0.482 0.047 0.072
H -1.582 2.114 0.303 0.082
N -1.186 -1.190 -0.084 0.144
N -0.123 0.592 0.192 -0.124
O 1.183 -1.124 0.049 0.065
O 0.999 1.191 -0.181 0.005
```

The value obtained for the HOMO energy is -8.29 eV. For the LUMO energy, the calculation gives 0.722 eV. The energy above the lowest of the compared OMol25 structures with the same formula, charge and spin is 121.68 kcal/mol. The calculation puts the maximum force at 6.4 eV/A. The orbital gap is 9.01 eV.